No. 1
92
Properties=species:S:1:pos:R:3:mulliken_charge:R:1 method="wB97M-V/def2-TZVPD" e_tot_ev=-153328.379 lumo_energy_ev=-0.67 relative_energy_kj_mol=56.4 homo_ev=-7.68
Ta -0.4127 0.5281 0.2091 2.5051
O -1.4375 2.1358 4.1563 -0.7477
C -1.0483 3.4092 3.9548 0.4394
C -0.8822 4.2077 5.0888 -0.6509
C -0.4742 5.5177 4.9655 -0.3214
C -0.2245 6.0715 3.7113 -0.8705
C -0.3915 5.2934 2.5880 -0.5600
C -0.8000 3.9586 2.6840 0.2162
C -0.9093 3.1490 1.4636 0.9950
O -1.3124 1.9097 1.5627 -0.9577
N -0.5250 3.6236 0.3133 -1.1276
N -0.6074 2.5895 -0.6084 0.4425
C -0.7914 2.9540 -1.8350 -0.1229
C -1.1521 2.0622 -2.8971 0.5300
C -1.1729 2.4672 -4.2376 -0.8842
C -1.6699 1.6165 -5.2018 -0.9092
C -2.2033 0.3795 -4.8433 -0.2854
C -2.2327 -0.0388 -3.5266 -0.7277
C -1.6696 0.7916 -2.5622 0.5479
O -1.6116 0.4376 -1.2859 -0.7234
H -1.5183 1.7150 3.2795 0.4157
H -1.0803 3.7650 6.0557 0.4418
H -0.3481 6.1202 5.8564 0.3809
H 0.0968 7.1002 3.6205 0.4078
H -0.2033 5.6998 1.6029 0.4235
H -0.7643 4.0231 -2.0274 0.5477
H -0.7936 3.4453 -4.5066 0.4797
H -1.6607 1.9130 -6.2421 0.4229
H -2.5897 -0.2744 -5.6155 0.4399
H -2.6468 -0.9941 -3.2341 0.6004
S 0.8572 -1.2447 -1.0102 -0.6001
C 1.1911 -0.3788 -2.5000 -0.1149
N 0.9640 -0.7791 -3.6936 -0.3125
N 0.3094 -1.9273 -3.8282 0.2266
C -0.2183 -2.2940 -5.0569 0.3884
C 0.1123 -1.6177 -6.2314 -0.2908
C -0.4474 -2.0269 -7.4302 -0.5620
C -1.3326 -3.0941 -7.4838 -0.5536
C -1.6600 -3.7601 -6.3105 -0.5989
C -1.1117 -3.3663 -5.1026 -0.4260
N 1.9338 0.8265 -2.4252 -0.7579
N 1.8121 1.4102 -1.3472 1.0696
C 2.7068 2.5163 -1.1823 -0.0596
C 2.5704 3.3146 -0.0540 0.8349
C 3.4417 4.3777 0.1365 -1.4359
C 4.4420 4.6356 -0.7855 -0.4981
C 4.5842 3.8224 -1.9047 -0.5874
C 3.7274 2.7575 -2.1077 -0.6208
H -0.0481 -2.3614 -2.9848 0.1502
H 0.7952 -0.7818 -6.1923 0.4360
H -0.1809 -1.5000 -8.3381 0.3739
H -1.7612 -3.4049 -8.4272 0.4018
H -2.3480 -4.5956 -6.3305 0.3750
H -1.3737 -3.8887 -4.1892 0.4337
H 1.8123 3.1062 0.6804 0.1690
H 3.3355 4.9929 1.0201 0.4978
H 5.1263 5.4597 -0.6283 0.3985
H 5.3747 4.0160 -2.6186 0.3873
H 3.8409 2.1135 -2.9656 0.4673
O 2.5822 1.5738 2.8787 -0.6636
C 1.9602 0.7151 2.3124 0.0179
O 1.0838 0.9731 1.3671 0.8329
C 2.0870 -0.7480 2.6509 0.5859
C 3.0165 -1.1045 3.6538 -1.3184
C 3.1081 -2.4158 4.0105 -0.7483
C 2.2972 -3.3695 3.3577 0.9473
C 2.3273 -4.7468 3.6744 -0.8174
C 1.5320 -5.6269 2.9995 -0.6034
C 0.6831 -5.1754 1.9672 -0.8631
C 0.6285 -3.8505 1.6396 -0.0587
C 1.4219 -2.9128 2.3432 -0.1662
N 1.3196 -1.5953 2.0201 0.5069
H 3.6089 -0.3287 4.1157 0.5492
H 3.7944 -2.7407 4.7834 0.4318
H 2.9898 -5.0889 4.4605 0.3946
H 1.5545 -6.6800 3.2487 0.4026
H 0.0735 -5.8896 1.4286 0.4369
H -0.0054 -3.4924 0.8392 0.3628
Br -4.3712 -4.7387 5.9440 -0.1912
C -3.6620 -3.7618 4.4873 0.0986
C -3.1212 -2.5058 4.7137 -0.7530
C -2.6065 -1.7929 3.6449 -0.2531
C -2.6381 -2.3377 2.3655 0.3522
C -3.1843 -3.6015 2.1573 -0.3774
C -3.6978 -4.3211 3.2187 -0.6212
C -2.0652 -1.6179 1.1979 -0.0769
O -2.0640 -2.0460 0.0640 -0.6430
O -1.4814 -0.4555 1.5171 -0.3073
H -3.1032 -2.0937 5.7129 0.4801
H -2.1707 -0.8161 3.8030 0.6039
H -3.1932 -4.0083 1.1548 0.4787
H -4.1227 -5.3041 3.0708 0.4406


No. 2
83
Properties=species:S:1:pos:R:3:mulliken_charge:R:1 method="wB97M-V/def2-TZVPD" smiles="C=Cc1c(COO)cc2c(c1C)Sc1ccccc1N2.O=C1c2ccccc2C(=O)c2ccccc21.O=C1c2ccccc2C(=O)c2ccccc21" e_tot_ev=-70739.412 lumo_energy_ev=-0.99 relative_energy_kj_mol=0.0 homo_ev=-7.89
C -0.9510 0.8032 -3.1301 -0.7463
C -2.0961 0.2595 -2.7188 -1.4026
C -2.1800 -0.7913 -1.6669 -0.0987
C -2.3261 -0.4543 -0.3374 0.8001
C -2.3625 1.0247 0.0903 -1.1571
O -1.8155 1.1459 1.4110 -0.1908
O -0.4254 0.9040 1.2941 -0.3039
C -2.4431 -1.3979 0.6488 -0.8320
C -2.3826 -2.7399 0.3468 0.3863
C -2.2093 -3.0830 -0.9794 1.0849
C -2.1163 -2.1467 -1.9821 1.0422
C -1.9258 -2.6466 -3.4043 -2.0993
S -2.0990 -4.8399 -1.3102 -0.4318
C -1.1360 -5.3353 0.1108 0.7592
C -0.1334 -6.2630 0.0487 -0.3414
C 0.5790 -6.5583 1.1918 -0.5373
C 0.2671 -5.9290 2.3649 -0.7270
C -0.7515 -5.0096 2.4376 -0.7263
C -1.4489 -4.6995 1.2947 0.3497
N -2.4867 -3.7351 1.3377 -0.3576
H -0.0346 0.2363 -2.9641 0.2659
H -0.9327 1.7550 -3.6513 0.3360
H -3.0104 0.6263 -3.1941 0.3450
H -1.6714 1.5553 -0.5708 0.4541
H -3.3656 1.4519 0.0629 0.3203
H -0.3135 0.0814 1.7952 0.2722
H -2.5694 -1.1186 1.6928 0.4579
H -1.0797 -3.3428 -3.3886 0.4138
H -1.7831 -1.8371 -4.1167 0.4595
H -2.7947 -3.2695 -3.6484 0.3785
H 0.1356 -6.7415 -0.8868 0.3757
H 1.3895 -7.2722 1.1014 0.3813
H 0.8432 -6.1808 3.2514 0.3653
H -0.9889 -4.5018 3.3687 0.3350
H -2.5572 -3.3036 2.2506 0.3054
O 6.8611 -1.7760 -1.8079 -0.6744
C 5.9479 -2.5358 -1.5599 0.5127
C 4.6891 -2.0385 -0.9393 0.2223
C 4.5526 -0.6833 -0.6629 -0.7076
C 3.3703 -0.2035 -0.1239 -0.6708
C 2.3188 -1.0756 0.1408 -0.0789
C 2.4553 -2.4294 -0.1153 -0.9889
C 3.6423 -2.9160 -0.6506 0.3220
C 3.7786 -4.3744 -0.9075 0.3280
O 2.8831 -5.1354 -0.6046 -0.5586
C 5.0265 -4.8703 -1.5490 0.2568
C 5.1571 -6.2243 -1.8312 -0.4752
C 6.3003 -6.6933 -2.4562 -0.5395
C 7.3187 -5.8106 -2.8025 -0.4765
C 7.1991 -4.4621 -2.5110 -0.5769
C 6.0564 -3.9869 -1.8793 0.1866
H 5.3681 -0.0051 -0.8747 0.4812
H 3.2628 0.8531 0.0857 0.4868
H 1.3915 -0.6958 0.5485 0.5154
H 1.6381 -3.1090 0.0951 0.7962
H 4.3631 -6.9094 -1.5657 0.4662
H 6.3989 -7.7480 -2.6787 0.4075
H 8.2076 -6.1778 -3.2992 0.4023
H 7.9924 -3.7766 -2.7776 0.4710
O -0.6440 6.2403 0.3330 -0.6668
C -1.6143 6.5523 0.9927 0.5150
C -2.3013 7.8542 0.7659 0.1860
C -1.8343 8.7069 -0.2270 -0.5222
C -2.4864 9.9032 -0.4740 -0.4700
C -3.6095 10.2532 0.2691 -0.4740
C -4.0689 9.4147 1.2708 -0.5344
C -3.4144 8.2161 1.5272 0.1563
C -3.9095 7.3330 2.6194 0.6279
O -4.8445 7.6735 3.3153 -0.6661
C -3.2364 6.0236 2.8324 0.2438
C -3.7059 5.1699 3.8224 -0.5855
C -3.1085 3.9336 4.0100 -0.5861
C -2.0396 3.5451 3.2090 -0.4478
C -1.5591 4.3982 2.2299 -0.6638
C -2.1504 5.6408 2.0400 0.2468
H -0.9642 8.4319 -0.8078 0.4707
H -2.1237 10.5643 -1.2507 0.3957
H -4.1249 11.1833 0.0664 0.3971
H -4.9389 9.6886 1.8524 0.4684
H -4.5402 5.4704 4.4420 0.4763
H -3.4787 3.2678 4.7792 0.4104
H -1.5810 2.5779 3.3495 0.4075
H -0.7258 4.0950 1.6099 0.5710


No. 3
94
Properties=species:S:1:pos:R:3:mulliken_charge:R:1 method="wB97M-V/def2-TZVPD" smiles="O=C1C=CC(=O)C=C1.O=C1C=CC(=O)C=C1.O=C1C=CC(=O)C=C1.O=C1C=CC(=O)C=C1.O=C1C=CC(=O)C=C1.O=C1C=CC(=O)C=C1.O=C1C=CC(=O)C=C1.OCCO" e_tot_ev=-78928.861 lumo_energy_ev=-1.78 homo_ev=-10.12
O -7.5711 0.0710 -4.4882 -0.5447
C -6.8545 -0.2194 -3.5696 0.2543
C -6.6321 -1.6099 -3.0752 -0.4266
C -5.8808 -1.8596 -1.9814 -0.1603
C -5.2768 -0.6704 -1.2532 0.7307
O -4.5467 -0.8756 -0.3085 -0.2587
C -5.5370 0.6740 -1.6965 -0.4607
C -6.1424 0.9080 -2.8277 -0.5035
H -7.1514 -2.2924 -3.7136 0.4604
H -5.8125 -2.8718 -1.4765 0.0057
H -5.1619 1.5279 -1.1604 0.3876
H -6.3074 1.8844 -3.2735 0.4436
O 6.2616 1.4948 -3.8289 -0.5271
C 6.1506 1.6640 -2.6547 0.3361
C 7.1176 2.5107 -1.9113 -0.6052
C 7.0939 2.4905 -0.5472 -0.2995
C 6.0953 1.7014 0.1700 0.0639
O 6.1205 1.5397 1.3671 -0.5719
C 5.0070 1.0855 -0.6117 -0.0253
C 5.0210 0.9900 -1.9224 -0.4123
H 7.9402 3.0087 -2.4227 0.4259
H 7.7750 3.0139 0.0395 0.5790
H 4.2137 0.6155 0.0752 0.3132
H 4.3363 0.4482 -2.5084 0.7247
O -1.8721 3.1436 4.1233 -0.5735
C -2.3937 2.0549 3.9985 0.2549
C -3.8680 1.8686 3.5784 -0.4886
C -4.3173 0.6246 3.3012 -0.4053
C -3.3909 -0.5217 3.2793 0.3880
O -3.7575 -1.6456 2.9162 -0.3973
C -2.0141 -0.4035 3.7838 -0.2679
C -1.5793 0.8319 4.1376 -0.4053
H -4.4589 2.7862 3.7458 0.4112
H -5.3345 0.5149 2.9550 0.4285
H -1.4315 -1.2975 3.8295 0.6042
H -0.5734 0.9741 4.4729 0.4427
O -1.1662 -4.4388 0.6047 -0.5467
C -2.2131 -4.4208 1.2242 0.4883
C -2.2173 -4.8994 2.5919 -0.4463
C -3.4524 -4.9716 3.2037 -0.5796
C -4.7050 -4.5760 2.4851 0.2476
O -5.8104 -4.7161 2.9966 -0.5873
C -4.6329 -4.1504 1.0242 -0.4526
C -3.4389 -4.0569 0.4455 -0.0227
H -1.2789 -5.1306 3.0518 0.5270
H -3.6588 -5.2888 4.2118 0.4435
H -5.5440 -3.8982 0.5552 0.4593
H -3.3248 -3.7058 -0.5436 0.4407
O 7.4631 7.0832 2.0198 -0.4869
C 6.4676 6.7432 1.5051 0.2674
C 5.9631 5.3755 1.6733 -0.4781
C 4.7504 5.0042 1.2127 -0.2242
C 3.8911 5.9204 0.4193 0.4968
O 2.9542 5.5597 -0.2210 -0.5144
C 4.3593 7.3134 0.2820 -0.4658
C 5.5694 7.6717 0.6949 -0.4109
H 6.5867 4.7430 2.2685 0.5538
H 4.3739 3.9942 1.3384 0.4298
H 3.6466 7.9412 -0.1829 0.4508
H 5.8839 8.7092 0.5618 0.3737
O 2.5940 -1.2755 -1.2147 -0.4344
C 2.8219 -2.3921 -0.8233 0.4786
C 3.8601 -3.2068 -1.4945 -0.4322
C 4.2096 -4.5001 -1.2086 -0.3726
C 3.4491 -5.1799 -0.1491 0.1700
O 3.8631 -6.2119 0.2980 -0.5290
C 2.2361 -4.4741 0.4080 -0.1982
C 1.9464 -3.1739 0.2088 -0.0213
H 4.3941 -2.6438 -2.2786 0.3586
H 4.9938 -5.0670 -1.6702 0.4523
H 1.5282 -5.1628 0.8717 0.4043
H 1.0078 -2.6917 0.4476 0.1369
O 1.6103 -0.3743 1.9989 -0.6974
C 0.7373 0.2150 1.3441 0.4863
C 1.0282 1.6487 0.9879 -0.7524
C 0.1765 2.3027 0.1513 -0.6491
C -1.2189 1.7681 -0.1984 -0.0687
O -2.1031 2.3280 -0.7973 -0.5803
C -1.4821 0.4133 0.3630 0.4992
C -0.5597 -0.3338 0.9125 -0.3580
H 1.8984 2.1469 1.3380 0.8210
H 0.4348 3.3144 -0.2109 0.4910
H -2.5100 -0.0053 0.1845 0.2721
H -0.7889 -1.3648 1.2334 0.6014
O -2.7592 -2.7704 -3.7364 -0.6031
C -1.6399 -2.0518 -3.1876 0.0625
C -1.5784 -0.6488 -3.6465 -0.5195
O -2.7485 0.0718 -3.1997 -0.3635
H -3.5381 -2.1829 -3.7665 0.3109
H -1.7882 -2.0581 -2.0881 -0.1110
H -0.7549 -2.5709 -3.5015 0.4065
H -1.6048 -0.6278 -4.7442 0.3122
H -0.6521 -0.1698 -3.2741 0.3245
H -2.7964 0.9641 -3.5223 0.2184